1.
{
  "formula": "CBr2N4",
  "method": "ωB97M-V/def2-TZVPD",
  "symbols": ["C", "N", "N", "N", "N", "Br", "Br"],
  "coordinates": [[-0.512, -0.052, -0.045], [0.436, 0.020, -1.163], [0.335, -0.051, 1.109], [1.547, 0.080, -0.686], [1.490, 0.058, 0.738], [-1.621, 1.581, 0.020], [-1.675, -1.637, 0.028]],
  "lowdin_charge": [-1.322, -0.095, -0.145, -0.055, -0.047, 0.889, 0.775],
  "s2": 2.011,
  "orbital_gap_ha": [0.24009, 0.14207],
  "lumo_energy_ha": [-0.037, -0.221],
  "relative_energy_kcal_mol": 20.4,
  "e_homo_ev": [-7.53, -9.87],
  "energy_ev": -147075.0484,
  "spin_multiplicity": 3,
  "max_force_ev_per_a": 5.41,
  "mol_weight_da": 227.847
}


2.
{
  "formula": "C3H4N2",
  "method": "ωB97M-V/def2-TZVPD",
  "symbols": ["C", "C", "N", "C", "N", "H", "H", "H", "H"],
  "coordinates": [[-0.799, 0.480, -0.285], [0.402, 0.721, 0.693], [1.053, -0.656, 0.282], [0.280, -1.026, -0.744], [-0.436, -0.077, -1.450], [-1.836, 0.335, 0.085], [0.115, 0.656, 1.764], [1.030, 1.638, 0.527], [0.191, -2.071, -0.874]],
  "lowdin_charge": [-0.071, -0.147, 0.014, -0.292, 0.056, 0.131, 0.098, 0.109, 0.103],
  "orbital_gap_ha": 0.29660,
  "lumo_energy_ha": -0.024,
  "relative_energy_kcal_mol": 99.1,
  "e_homo_ev": -8.74,
  "energy_ev": -6151.6042,
  "max_force_ev_per_a": 5.20,
  "mol_weight_da": 68.079
}


3.
{
  "formula": "C12H28N2O7S2",
  "method": "ωB97M-V/def2-TZVPD",
  "symbols": ["C", "C", "O", "O", "C", "C", "C", "C", "C", "C", "S", "O", "O", "N", "S", "O", "O", "H", "H", "H", "H", "H", "H", "H", "H", "H", "H", "H", "H", "H", "H", "H", "H", "C", "C", "C", "O", "C", "N", "H", "H", "H", "H", "H", "H", "H", "H", "H", "H", "H", "H"],
  "coordinates": [[-2.607, 1.020, -1.838], [-3.265, -0.335, -2.054], [-2.641, -1.179, -2.551], [-4.551, -0.525, -1.647], [-4.450, -1.364, -0.485], [-4.494, -0.538, 0.839], [-3.026, -0.143, 1.274], [-2.430, -1.089, 2.319], [-0.988, -0.671, 2.695], [-0.107, -0.268, 1.472], [1.153, -1.428, 0.944], [1.718, -0.804, -0.267], [0.592, -2.726, 0.629], [2.316, -1.487, 2.094], [3.651, -2.159, 1.365], [4.232, -3.138, 2.242], [4.572, -1.111, 0.993], [-1.917, 0.928, -0.989], [-2.056, 1.354, -2.726], [-3.345, 1.807, -1.619], [-3.524, -1.955, -0.573], [-5.271, -2.098, -0.487], [-5.015, -1.137, 1.596], [-5.003, 0.415, 0.629], [-2.454, -0.158, 0.339], [-3.131, 0.855, 1.727], [-2.550, -2.138, 2.005], [-3.039, -1.002, 3.240], [-0.513, -1.547, 3.171], [-0.954, 0.139, 3.437], [-0.671, -0.023, 0.565], [0.443, 0.645, 1.757], [3.289, -2.784, 0.207], [4.116, 0.979, -1.167], [3.161, 1.895, -0.415], [1.792, 1.285, -0.140], [1.014, 1.243, -1.324], [1.152, 0.026, -2.078], [2.921, 3.120, -1.254], [3.853, 0.875, -2.220], [5.134, 1.378, -1.132], [4.133, -0.012, -0.716], [3.627, 2.224, 0.515], [1.250, 1.943, 0.549], [1.867, 0.308, 0.345], [1.428, -0.825, -1.451], [1.899, 0.171, -2.862], [0.199, -0.186, -2.561], [3.774, 3.509, -1.656], [2.444, 3.853, -0.723], [2.276, 2.857, -2.013]],
  "lowdin_charge": [0.022, -0.579, 0.163, -0.007, -0.176, -0.130, -0.209, -0.196, -0.179, -0.210, 0.606, -0.439, -0.296, -0.313, 0.549, -0.358, -0.384, 0.059, 0.092, 0.091, 0.127, 0.126, 0.110, 0.113, 0.053, 0.125, 0.124, 0.117, 0.114, 0.114, 0.085, 0.096, 0.081, -0.030, -0.276, -0.255, -0.156, -0.091, 0.204, 0.080, 0.090, 0.058, 0.160, 0.121, -0.023, -0.028, 0.075, 0.084, 0.165, 0.170, 0.163],
  "orbital_gap_ha": 0.28155,
  "lumo_energy_ha": -0.024,
  "relative_energy_kcal_mol": 139.2,
  "e_homo_ev": -8.33,
  "energy_ev": -51872.3060,
  "max_force_ev_per_a": 9.42,
  "mol_weight_da": 376.497
}


4.
{
  "formula": "C5H10N3PS",
  "method": "ωB97M-V/def2-TZVPD",
  "symbols": ["C", "P", "C", "C", "N", "N", "N", "C", "C", "S", "H", "H", "H", "H", "H", "H", "H", "H", "H", "H"],
  "coordinates": [[-2.782, -0.657, -0.746], [-1.295, 0.216, -1.301], [-0.171, -0.213, 0.264], [-0.883, 0.456, 1.468], [1.165, 0.237, 0.018], [1.491, 1.373, -0.699], [2.809, 1.479, -0.842], [3.317, 0.504, -0.196], [2.308, -0.371, 0.373], [2.446, -1.760, 1.172], [-3.774, -0.225, -0.585], [-2.721, -1.444, -0.052], [-3.068, -1.287, -1.620], [-0.718, -0.951, -1.906], [-0.011, -1.323, 0.409], [-0.927, 1.521, 1.361], [-1.842, 0.096, 1.414], [-0.595, 0.170, 2.550], [0.853, 1.837, -1.241], [4.397, 0.341, 0.159]],
  "lowdin_charge": [-0.405, 0.907, -0.497, -0.098, -0.138, 0.009, 0.073, -0.158, -0.867, 0.615, 0.043, 0.022, 0.039, -0.038, 0.089, 0.064, 0.001, 0.117, 0.079, 0.141],
  "orbital_gap_ha": 0.31076,
  "lumo_energy_ha": 0.023,
  "relative_energy_kcal_mol": 0.0,
  "e_homo_ev": -7.82,
  "energy_ev": -29938.5441,
  "max_force_ev_per_a": 3.85,
  "mol_weight_da": 175.197
}


5.
{
  "formula": "C7H10N2O2S3",
  "method": "ωB97M-V/def2-TZVPD",
  "symbols": ["C", "C", "O", "C", "O", "C", "C", "S", "C", "N", "N", "C", "S", "S", "H", "H", "H", "H", "H", "H", "H", "H", "H", "H"],
  "coordinates": [[0.964, 0.494, -4.067], [1.267, 1.283, -2.807], [0.930, 0.478, -1.670], [1.588, 0.711, -0.537], [2.436, 1.551, -0.404], [1.143, -0.214, 0.582], [0.139, -1.261, 0.140], [-0.278, -2.415, 1.493], [-1.276, -1.402, 2.471], [-1.559, -0.179, 2.207], [-2.367, 0.348, 3.141], [-2.758, -0.423, 4.183], [-3.729, 0.056, 5.394], [-2.008, -2.023, 3.953], [1.192, 1.100, -4.938], [-0.086, 0.216, -4.092], [1.565, -0.412, -4.099], [0.670, 2.201, -2.765], [2.326, 1.554, -2.744], [0.709, 0.413, 1.365], [2.039, -0.683, 0.996], [0.545, -1.894, -0.647], [-0.791, -0.807, -0.196], [-2.661, 1.309, 3.044]],
  "lowdin_charge": [-0.063, -0.209, -0.017, -0.500, 0.114, -0.147, -0.456, 0.929, -0.960, -0.025, -0.090, -1.175, 0.579, 0.978, 0.078, 0.076, 0.078, 0.131, 0.123, 0.113, 0.128, 0.084, 0.083, 0.149],
  "orbital_gap_ha": 0.32000,
  "lumo_energy_ha": 0.013,
  "relative_energy_kcal_mol": 0.2,
  "e_homo_ev": -8.35,
  "energy_ev": -47002.0424,
  "max_force_ev_per_a": 0.93,
  "mol_weight_da": 250.370
}


6.
{
  "formula": "C3H8O4",
  "method": "ωB97M-V/def2-TZVPD",
  "symbols": ["O", "C", "O", "C", "C", "O", "H", "H", "H", "H", "H", "H", "O", "H", "H"],
  "coordinates": [[-1.662, -0.987, 1.298], [-0.573, -1.051, 0.778], [-0.456, -1.768, -0.382], [0.608, -0.147, 1.394], [1.739, -0.047, 0.361], [1.421, 0.978, -0.527], [-1.242, -1.626, -0.892], [0.178, 0.933, 1.679], [1.204, -0.648, 2.192], [2.810, 0.103, 0.746], [1.751, -1.013, -0.107], [0.745, 0.664, -1.189], [-1.074, 2.219, -2.133], [-1.683, 2.953, -1.992], [-0.240, 2.566, -1.685]],
  "lowdin_charge": [0.087, -0.455, 0.083, -0.059, -0.316, -0.087, 0.110, 0.172, 0.118, 0.144, 0.095, 0.100, -0.086, 0.033, 0.062],
  "orbital_gap_ha": 0.39610,
  "lumo_energy_ha": 0.019,
  "relative_energy_kcal_mol": 36.0,
  "e_homo_ev": -10.26,
  "energy_ev": -11429.7062,
  "max_force_ev_per_a": 2.95,
  "mol_weight_da": 108.093
}


7.
{
  "formula": "C5H11N",
  "method": "ωB97M-V/def2-TZVPD",
  "symbols": ["C", "C", "C", "C", "N", "C", "H", "H", "H", "H", "H", "H", "H", "H", "H", "H", "H"],
  "coordinates": [[-2.181, 1.032, 0.282], [-1.257, -0.074, -0.250], [-0.218, -0.522, 0.735], [2.016, -1.201, 1.205], [1.101, -0.483, 0.540], [1.639, 0.386, -0.520], [-2.621, 0.739, 1.243], [-1.628, 1.965, 0.443], [-3.000, 1.237, -0.419], [-1.881, -0.940, -0.528], [-0.798, 0.258, -1.189], [-0.530, -1.110, 1.594], [1.663, -1.940, 1.912], [3.049, -0.890, 1.175], [1.047, 1.300, -0.584], [1.628, -0.142, -1.477], [2.667, 0.642, -0.263]],
  "lowdin_charge": [-0.119, -0.267, -0.137, -0.046, -0.281, -0.029, 0.070, 0.068, 0.067, 0.103, 0.091, 0.113, 0.050, 0.038, 0.092, 0.102, 0.086],
  "orbital_gap_ha": 0.26986,
  "lumo_energy_ha": 0.037,
  "relative_energy_kcal_mol": 57.4,
  "e_homo_ev": -6.34,
  "energy_ev": -6851.0386,
  "max_force_ev_per_a": 0.20,
  "mol_weight_da": 85.150
}


8.
{
  "formula": "C9H8ClNO2",
  "method": "ωB97M-V/def2-TZVPD",
  "symbols": ["O", "C", "C", "C", "C", "C", "C", "Cl", "C", "N", "C", "C", "O", "H", "H", "H", "H", "H", "H", "H", "H"],
  "coordinates": [[-0.191, -1.360, -1.863], [-0.862, -0.350, -1.119], [-2.372, -0.563, -0.837], [-2.943, 0.271, 0.050], [-2.189, 0.914, 1.135], [-0.853, 0.822, 1.159], [-0.225, -0.112, 0.218], [-0.400, -1.753, 1.221], [1.311, 0.004, 0.211], [2.096, -0.987, -0.094], [3.342, -0.400, -0.178], [3.243, 0.880, 0.244], [1.943, 1.173, 0.383], [0.605, -1.735, -1.480], [-0.742, 0.693, -1.586], [-3.106, -1.059, -1.369], [-3.951, 0.184, -0.023], [-2.640, 1.427, 1.931], [-0.369, 1.167, 1.994], [4.268, -0.848, -0.478], [4.035, 1.633, 0.483]],
  "lowdin_charge": [-0.025, -0.339, -0.005, -0.073, -0.052, -0.113, -0.517, 0.649, -0.367, 0.113, -0.096, -0.103, 0.086, 0.060, 0.190, 0.089, 0.068, 0.093, 0.093, 0.106, 0.142],
  "orbital_gap_ha": 0.33029,
  "lumo_energy_ha": 0.003,
  "relative_energy_kcal_mol": 53.3,
  "e_homo_ev": -8.89,
  "energy_ev": -27567.4087,
  "max_force_ev_per_a": 3.44,
  "mol_weight_da": 197.621
}


- Which formula does entry 5 have?
  C7H10N2O2S3